18
Properties=species:S:1:pos:R:3:forces:R:3 method="wB97M-V/def2-TZVPD" relative_energy_kcal_mol=82.9 lumo_ev=0.715 smiles="CCCNCC=O" homo_lumo_gap_ev=9.66
H -1.795 0.749 -0.153 -0.961 -0.280 0.496
H -0.271 -0.607 3.288 0.559 0.687 0.123
H -0.540 1.984 -0.067 -0.576 -1.057 -0.231
H 1.095 -1.973 -1.701 -0.679 -1.640 0.662
C 1.121 -1.138 -2.349 3.417 1.528 -1.158
H 0.543 1.416 1.643 -1.354 -0.295 1.149
H -0.704 -0.076 -2.477 -2.392 0.132 -1.587
H 1.108 -0.214 -0.316 -3.845 1.257 0.870
H 0.445 -1.148 1.774 -0.038 0.323 0.219
O 2.149 -1.023 -3.047 -3.036 -0.084 1.142
C 0.184 0.011 -1.979 3.599 1.976 -0.490
H -1.385 1.146 2.174 1.275 1.620 -0.164
H 0.883 0.908 -2.386 -2.063 -1.263 0.697
H -1.215 -1.244 2.127 -0.528 0.761 -0.875
C -0.797 0.893 0.204 1.538 2.666 -2.842
C -0.450 0.879 1.623 -1.114 -2.146 1.803
N 0.002 -0.018 -0.558 5.004 -2.584 -0.103
C -0.372 -0.546 2.203 1.196 -1.601 0.290



21
Properties=species:S:1:pos:R:3:forces:R:3 method="wB97M-V/def2-TZVPD" relative_energy_kcal_mol=48.1 lumo_ev=-2.867 homo_lumo_gap_ev=10.98 total_charge=+1
H 1.261 -0.945 1.267 0.097 0.440 -0.022
H -1.164 -1.264 0.670 0.227 -0.426 0.269
H 0.882 0.778 1.393 -0.645 -0.496 -0.435
H 1.329 0.801 -1.833 -0.284 0.637 -0.370
C 2.584 0.431 0.361 2.367 -0.768 -2.267
H -1.598 0.298 0.104 0.150 0.181 0.199
O 2.914 0.646 -0.802 -0.516 0.263 0.592
O -1.499 0.394 2.437 -0.656 -0.091 -1.132
H -2.434 0.656 2.505 0.678 -0.064 0.442
H 0.234 1.809 -1.120 -0.557 0.069 0.051
C 0.371 -0.288 -0.527 -1.682 0.777 0.388
H -0.332 0.586 -2.236 -0.265 0.500 0.003
H -1.623 -2.047 -1.628 0.273 0.021 0.198
H 3.437 0.431 1.058 -0.657 0.214 0.666
H -1.046 0.565 3.248 -0.038 0.303 1.066
N 0.339 0.883 -1.519 1.633 -1.702 0.138
N -1.748 -1.065 -1.403 -0.125 0.081 -0.161
C -1.077 -0.610 -0.181 -0.626 0.167 -0.809
H -2.752 -0.942 -1.323 0.102 0.121 -0.072
C 1.227 -0.006 0.684 -0.205 -0.098 1.104
H 0.694 -1.112 -1.152 0.726 -0.130 0.152



210
Properties=species:S:1:pos:R:3:forces:R:3 method="wB97M-V/def2-TZVPD" lumo_ev=0.231 homo_lumo_gap_ev=9.64
H -3.945 -7.021 1.871 -0.078 0.533 0.165
H 2.349 2.101 6.228 -0.135 -0.416 0.093
H -4.337 4.356 3.956 0.057 0.187 -0.129
H 0.538 -4.258 -3.507 0.049 0.133 -0.001
C 0.156 -3.702 -2.651 -0.469 -1.015 1.291
O 6.460 0.017 0.497 -0.865 -0.916 0.758
C -2.859 -6.964 1.793 0.409 -0.978 0.405
C -0.477 0.138 -0.060 0.950 -0.324 0.006
H 0.567 1.016 -1.669 0.318 -0.089 -0.249
H 6.363 -4.822 -4.321 -0.198 -0.030 0.029
H -4.995 -7.253 -0.877 -0.140 0.126 -0.022
O 0.861 -2.506 -2.482 0.726 0.072 -0.853
H 4.441 4.879 -1.429 0.362 0.223 0.435
C -4.147 -2.230 -1.140 0.751 -0.034 -0.737
H 0.683 -4.805 7.163 0.104 0.244 -0.204
H 5.647 7.088 -1.350 0.181 -0.245 -0.851
C -0.327 -4.422 7.017 -1.887 1.925 -0.781
C -3.294 4.638 3.807 1.396 -0.313 0.385
H -2.822 -1.577 5.096 -0.071 0.010 0.726
H -5.384 -0.030 0.461 -0.278 0.324 0.208
O 5.599 4.974 1.268 0.590 0.237 0.362
C -2.328 -5.596 1.446 0.176 -0.408 1.039
H 5.591 1.510 -2.809 0.089 -0.226 0.068
H -4.396 -0.896 1.605 0.225 -0.093 -0.059
H 0.573 6.725 0.884 -0.004 0.194 -0.361
O -2.996 -5.175 0.306 -0.840 1.176 -1.187
H -4.086 3.112 1.858 -0.738 -0.098 -0.530
H 4.384 -4.968 -3.019 0.157 -0.457 0.513
O 4.390 7.193 0.166 -0.934 1.924 0.419
H 1.715 0.192 -0.614 -0.274 -0.539 0.125
H 2.892 5.156 1.969 0.215 0.182 -0.215
C -2.589 3.582 2.955 -1.531 0.432 -0.367
H 1.788 -4.344 1.400 0.164 0.034 0.141
C 0.203 -4.514 -1.344 0.125 -0.162 0.366
H 3.857 5.834 -2.722 -0.303 -0.319 -0.345
H 1.470 -1.178 -3.581 0.054 -0.282 0.851
H -4.537 4.197 -2.457 0.160 0.342 0.223
H -5.732 3.664 -0.138 0.140 0.207 -0.356
H 3.781 -0.883 4.342 -0.383 -0.300 0.555
H 3.720 -1.946 0.780 0.091 -0.324 -0.001
H -5.147 -2.290 -0.709 0.080 0.189 0.330
C -2.578 -4.600 2.564 -0.852 0.066 -0.433
C 4.703 -3.987 -2.667 -0.707 -0.211 -0.309
H -6.705 3.362 -1.666 -0.057 0.902 0.110
H -0.351 -3.723 5.199 0.316 0.229 -0.480
H -0.311 -5.474 -1.374 -0.114 -0.087 -0.403
H -3.651 -4.586 2.752 -0.257 -0.278 0.131
C 2.051 2.061 5.180 -0.053 -0.217 -1.326
O -4.332 -7.087 -1.551 2.176 -1.133 1.259
H 3.215 0.380 1.294 0.110 0.102 0.646
H -2.100 -4.864 3.508 0.323 0.275 -0.213
H -1.361 1.083 5.211 -0.623 0.734 0.145
H 2.718 2.756 4.670 0.065 -0.067 -0.091
C 4.934 4.435 2.408 -1.585 -0.541 -1.256
H -3.970 -0.068 -1.325 0.455 0.052 0.046
H 5.042 -0.010 -4.680 0.131 -0.423 -0.599
H -6.285 -6.202 -3.957 -0.438 0.352 0.246
H -0.909 -3.499 -2.763 -0.182 0.110 -0.666
H -3.029 -3.313 0.136 -0.229 -0.735 -0.188
H -1.015 -4.997 7.637 0.048 -0.410 -0.338
H 5.462 2.955 -5.444 -0.292 -0.003 0.152
H 7.005 -0.770 0.560 0.767 0.167 -0.335
O 0.861 -2.512 4.019 -0.526 -0.211 -0.408
C 5.236 -3.308 -3.900 -1.673 0.782 0.562
O 1.604 -0.410 -4.141 -0.333 1.046 -0.825
O -5.634 2.119 1.962 -0.212 2.115 0.698
C -0.567 -2.942 7.416 0.554 -0.064 1.146
H 1.098 1.740 -0.196 -0.488 0.077 0.434
H -5.936 -7.726 -3.217 0.317 0.039 0.259
H 0.926 5.154 0.176 -0.010 -0.156 0.107
H -2.932 -1.038 -2.445 0.264 0.203 0.308
H 5.320 3.441 2.633 0.465 0.209 0.434
H -6.462 2.122 1.476 0.069 -0.345 0.014
H 4.231 0.670 3.924 0.193 0.548 0.412
H 0.992 -0.150 -6.155 0.639 0.126 0.109
C 0.801 0.786 -0.630 -0.481 0.080 -0.623
H -1.938 3.042 -4.189 0.273 0.895 0.229
H 5.464 -4.039 -1.888 -0.091 -0.124 -0.014
H -6.042 2.089 -0.912 0.496 -0.347 0.505
H -2.615 -7.706 1.034 0.271 0.003 -0.164
C -1.080 5.839 -0.256 1.005 2.562 0.698
H 6.691 1.728 -5.233 0.134 -0.051 -0.086
H -1.531 3.758 2.759 -0.004 0.213 0.086
H -0.519 1.002 1.932 0.086 0.040 0.075
H -3.761 -4.836 -4.022 -0.569 0.024 0.146
H -1.452 -0.491 1.677 -0.106 0.085 0.287
H 3.327 3.696 1.081 0.151 -0.116 0.051
C -2.824 0.172 -5.202 0.703 0.055 0.449
C -6.015 -6.660 -3.005 -0.238 0.971 -0.372
O -3.395 0.870 5.910 1.102 1.076 0.267
H 4.175 2.422 -3.251 -0.225 0.101 0.356
C -4.702 0.105 1.300 0.347 -0.510 1.378
H 5.025 5.147 3.228 0.221 -0.217 -0.029
H 0.109 -2.256 6.907 -0.004 -0.033 -0.197
H -0.741 6.296 -1.186 -0.155 -0.402 -0.456
H -1.979 4.419 0.440 -0.876 -1.051 0.084
H -1.658 7.754 0.567 0.082 0.005 0.055
H -1.274 -5.628 1.168 0.406 -0.222 0.478
H -6.727 -6.487 -2.198 -0.751 -0.216 -0.511
H 3.991 0.747 -2.644 -0.089 -0.062 -0.162
H -0.290 -3.953 -0.550 -0.119 0.210 -0.071
H 0.286 -0.613 1.749 0.172 0.145 0.264
O -3.313 3.661 1.705 1.333 -0.405 -0.010
H 2.244 -2.031 2.504 0.002 0.296 0.047
O -1.653 4.615 -0.442 -0.180 -1.294 -0.482
H 4.640 1.511 1.697 -0.380 -0.253 0.666
O -2.436 2.467 -4.774 -0.792 0.875 0.014
H -0.887 1.215 -5.158 0.137 -0.266 -0.244
H 5.554 1.636 -6.600 0.038 -0.095 0.073
O -0.794 -4.455 5.634 0.442 -1.144 1.121
H -3.676 2.935 -1.579 0.037 -0.012 0.341
H -2.992 6.951 -0.228 0.193 -0.161 -0.513
H -2.472 -0.842 -5.012 0.332 -0.068 -0.197
H 5.392 -2.251 -3.684 0.225 0.112 -0.242
C 0.519 4.041 -2.745 -1.056 0.162 1.733
H 2.946 3.667 2.826 -0.022 -0.281 -0.088
C 5.236 -0.491 1.084 -0.905 1.422 -0.159
H -0.108 5.354 1.625 -0.145 -0.421 0.026
C -1.842 1.227 -4.632 -0.337 -1.612 -0.394
C 5.659 1.888 -5.545 0.586 -0.332 0.549
H -1.532 0.016 6.561 -0.246 0.145 0.397
H 1.743 -0.251 6.144 -0.252 -0.309 0.433
H 0.645 -4.603 2.751 0.133 -0.175 -0.013
C 3.912 5.809 -1.634 -0.318 -0.661 -2.144
C 4.243 0.688 1.103 0.666 0.061 -0.818
H 5.855 4.265 0.673 -0.029 -0.101 -0.019
H 1.199 -4.715 -0.950 0.266 0.089 -0.401
H -1.334 0.708 -0.419 -0.157 -0.026 -0.205
C -5.807 3.138 -1.090 -0.581 -1.100 -0.696
H -1.229 -1.181 4.598 0.032 -0.172 -0.649
C -5.279 0.889 2.508 -0.141 -1.545 -1.699
H -4.077 -3.023 -1.884 0.050 -0.490 0.229
C 1.220 3.355 -3.836 0.523 0.419 -0.602
O -0.882 4.122 -2.981 -0.017 -0.309 -0.815
C 1.153 -3.857 2.140 0.158 0.049 0.213
O 1.329 -0.218 5.279 -0.866 -0.662 0.915
H 1.817 -2.620 -6.618 0.006 0.071 -0.152
C 2.097 -2.043 -5.736 0.315 -0.100 -0.770
H 0.891 3.806 -4.772 0.229 -0.257 -0.268
H 0.864 5.046 -2.503 0.420 0.225 -0.486
H 5.378 -0.814 2.116 0.456 0.171 0.305
H -2.946 0.321 -6.275 -0.061 -0.012 0.051
H -3.168 5.572 3.259 -0.443 0.099 0.191
C 1.133 -0.925 -5.403 -0.137 -0.727 1.088
O -4.888 2.322 -3.130 -0.637 -0.493 0.419
O -3.093 -2.393 -0.133 -0.813 1.226 -0.925
H -3.858 0.230 6.455 0.112 -0.125 0.023
H -2.721 -0.548 3.792 0.454 0.675 -0.157
C -2.088 6.775 0.356 -0.755 0.859 0.407
H -4.873 -5.186 -1.818 -0.501 0.326 -0.250
H -1.600 1.045 -3.585 -0.101 -0.302 0.298
H -2.415 -3.582 2.209 0.728 0.090 0.305
H 2.896 5.678 -1.261 0.013 0.393 0.153
H -4.546 1.029 3.302 0.049 0.163 -0.100
H 0.677 3.480 -1.824 0.018 -0.161 0.308
H 4.756 6.426 0.612 0.366 -0.360 -0.262
H -0.467 -2.744 8.483 0.584 -0.258 0.281
O -0.539 -1.235 -0.516 0.767 0.840 -0.712
H 2.820 0.822 -4.838 -0.511 -0.305 0.122
H -3.353 -6.527 -4.170 -0.302 -0.299 0.211
C -3.614 -5.752 -3.449 0.097 -0.195 1.005
H -2.432 -7.316 2.732 -0.011 -0.073 0.070
H 0.128 -1.297 -5.201 -0.217 -0.306 -0.232
H -3.797 0.190 -4.712 -0.028 0.469 -0.046
H 2.665 -3.291 3.689 0.440 -0.404 -0.555
H -2.877 -5.862 -0.353 -0.313 -0.140 -0.448
C -3.903 -0.953 -1.958 0.182 0.269 0.613
H -1.593 -2.598 7.282 -0.087 -0.452 -0.737
H -3.824 0.654 0.958 0.051 -0.079 -0.147
H 1.755 0.576 3.527 0.178 0.362 -0.100
C 3.626 0.146 4.665 -1.015 0.516 -1.206
H -2.708 2.577 3.361 0.187 -0.098 0.196
H 4.524 -3.393 -4.721 -0.461 0.277 0.037
C 2.141 0.634 4.545 1.944 1.197 0.446
C 4.599 1.418 -3.251 0.196 1.003 -0.309
H -6.142 0.386 2.945 -0.071 -0.100 0.092
H 0.313 -1.961 -1.913 -0.230 0.624 0.786
C 4.701 1.024 -4.719 1.128 0.440 0.056
H -4.573 -0.699 -2.779 -0.536 -0.713 0.172
O 6.407 -3.863 -4.300 2.679 -0.538 -0.680
H 1.071 -1.678 4.447 0.212 0.405 0.288
C -4.740 -6.086 -2.417 0.188 0.135 -1.928
H 3.793 -3.515 -2.295 0.041 0.199 0.123
H 4.203 7.961 -1.788 -0.430 -0.004 0.445
C -2.217 -0.744 4.738 0.551 -2.258 -1.007
C -2.049 0.371 5.669 -1.329 -0.098 0.146
C 1.865 -2.880 3.073 -0.809 -0.494 0.348
H -2.497 6.377 1.284 0.291 -0.151 0.289
H -2.726 -5.552 -2.851 0.286 -0.069 -0.016
H 2.274 3.580 -3.670 0.174 -0.285 -0.414
H 4.535 -1.427 -0.698 -0.061 -0.049 -0.112
H 5.401 -2.503 0.400 -0.203 -0.255 0.043
H -4.095 2.256 -3.666 0.385 0.230 -0.405
H 2.231 -2.753 -4.919 -0.478 0.047 0.229
H 1.064 2.277 -3.825 -0.047 0.038 -0.110
C 4.562 7.089 -1.242 0.959 -0.801 1.991
O 3.509 1.171 -5.408 -1.045 -0.048 -0.171
H 3.923 0.355 5.692 0.449 -0.248 -0.118
H 0.369 -3.323 1.603 0.052 0.156 -0.031
H -1.293 4.350 -2.144 -0.401 -0.179 0.333
H 1.044 2.459 5.057 -0.069 -0.047 0.209
H 4.185 1.178 0.130 0.141 -0.389 -0.522
C -4.629 3.194 -2.041 0.122 0.356 -0.319
C 3.445 4.219 2.030 0.070 0.452 0.816
H 3.095 -1.626 -5.871 -0.007 0.143 -0.308
C 4.686 -1.682 0.351 0.125 0.280 -0.541
C -0.530 0.035 1.429 -0.177 -0.086 0.430
H -1.398 -1.604 -0.297 -0.832 -0.217 0.065
H -2.804 4.745 4.774 -0.109 0.057 0.209
C 0.144 5.753 0.642 0.416 0.156 0.254



no.,HOMO (eV)
1,-8.9
2,-13.8
3,-9.4